14
Properties=species:S:1:pos:R:3:nbo_charge:R:1 method="wB97M-V/def2-TZVPD" max_force_ha_per_bohr=0.1482 total_energy_ha=-452.9789 e_above_lowest_kj_mol=583.2 orbital_gap_ha=0.34367
N 0.81 -0.50 1.32 -0.729
C -0.65 0.12 -0.31 -0.118
C 0.67 -0.48 -0.01 0.468
O -1.24 0.21 -1.65 -0.697
O -0.22 1.46 1.87 -0.690
H -1.62 1.06 -1.46 0.505
N 1.47 -0.84 -1.08 -0.758
H 1.55 -1.12 1.40 0.370
O -1.59 2.31 0.15 -0.610
H 2.14 -1.89 -1.03 0.412
H 0.32 -1.44 -1.77 0.412
H 0.29 0.42 1.89 0.458
C -0.78 1.43 0.57 0.748
H -1.16 -0.74 0.11 0.229

88
Properties=species:S:1:pos:R:3:lowdin_spin:R:1 method="wB97M-V/def2-TZVPD" multiplicity=2 max_force_ha_per_bohr=0.0226 total_energy_ha=-8890.9219 e_above_lowest_kj_mol=174.8 orbital_gap_ha="0.24124 / 0.18181" s2=0.75
Cl 3.38 -2.71 -2.52 0.003
H -0.37 -5.49 6.23 0.000
Ir 0.56 -1.10 0.26 0.027
H 2.84 2.80 1.02 0.000
H 1.93 0.21 -4.68 0.000
Se 0.23 -2.05 2.49 0.003
C 1.39 -3.85 -3.91 0.000
S -2.41 2.75 -4.18 0.000
N -0.19 3.13 0.11 0.001
C 4.33 3.50 -2.69 0.000
C -2.47 1.34 -3.08 0.000
H -0.12 -4.86 -5.03 0.000
H -3.61 -1.83 5.48 0.000
H -1.28 -2.54 -0.80 0.000
C 3.87 2.21 -2.49 0.000
C -3.03 -3.46 6.75 0.000
H -0.12 -4.02 4.27 0.000
C -2.15 0.08 -3.55 0.000
C -2.63 2.20 4.20 0.000
C 2.08 4.27 -3.01 0.000
C -0.84 1.49 5.64 0.000
H -2.90 2.54 -1.37 0.000
N 3.65 -0.89 0.65 0.400
C -2.89 -2.63 5.65 0.000
Se -3.52 -2.00 2.09 0.000
C 3.45 4.54 -2.95 0.000
S 1.96 0.30 -2.34 0.002
H 2.22 3.66 -0.34 0.000
H 3.56 6.62 -2.41 0.000
C 0.84 2.69 0.85 0.001
C -0.89 0.23 5.08 0.000
H -1.67 3.47 5.63 0.000
H 0.94 -3.66 0.58 0.000
N 2.05 3.19 0.54 0.000
H -0.20 -0.54 5.42 0.000
C 1.32 -2.98 -0.18 0.001
C 1.60 2.98 -2.82 0.000
C -2.26 0.56 -0.82 0.000
C 3.94 5.94 -3.18 0.000
C -1.83 -0.66 -1.31 0.000
H 5.40 3.70 -2.64 0.000
C 0.18 -4.50 -4.06 0.000
H 2.40 -2.91 -0.08 0.002
S 0.64 1.65 2.16 0.008
H -0.12 1.71 6.42 0.000
H 0.36 0.79 -4.02 0.000
O -1.01 3.15 -4.01 0.000
H -1.08 2.71 0.29 0.000
H -1.52 -1.91 -3.03 0.000
C 1.16 0.06 -3.91 0.000
C -1.71 2.48 5.20 0.000
C -2.58 1.56 -1.71 0.000
H -2.23 -5.14 7.82 0.000
O 2.56 -0.46 0.94 0.284
H -2.32 0.70 0.26 0.000
H 1.37 5.06 -3.24 0.000
H 0.54 2.78 -2.94 0.000
H 5.03 5.99 -3.17 0.000
P -1.82 -1.70 3.32 0.000
H -2.11 -0.07 -4.63 0.000
C 0.97 -3.53 -1.53 0.000
H 4.56 1.40 -2.28 0.000
H -1.54 -5.28 -3.03 0.000
H 2.05 -3.71 -4.75 0.000
C -2.68 0.93 3.64 0.000
H -3.85 -3.30 7.44 0.000
O -3.35 3.71 -3.63 0.000
O 0.83 0.37 -1.30 0.000
H -3.41 0.70 2.87 0.000
C -1.81 -0.06 4.08 0.000
C 2.51 1.96 -2.56 0.000
C -1.84 -2.82 4.75 0.000
C -2.12 -4.49 6.96 0.000
H 3.59 6.32 -4.14 0.000
C -0.62 -4.73 -2.94 0.000
C -0.94 -3.86 4.97 0.000
C 1.78 -3.39 -2.66 0.000
C -0.21 -4.26 -1.70 0.000
H -1.95 -1.69 0.43 0.000
C -1.08 -4.68 6.07 0.000
H 0.78 -0.96 -3.94 0.000
C -1.82 -0.93 -2.67 0.000
O 4.47 -1.43 1.29 0.267
O -2.71 2.23 -5.49 0.000
N -1.30 -1.62 -0.37 -0.001
H -3.31 2.97 3.86 0.000
H -0.06 3.56 -0.79 0.000
H -0.81 -4.48 -0.83 0.000

42
Properties=species:S:1:pos:R:3:nbo_charge:R:1 method="wB97M-V/def2-TZVPD" max_force_ha_per_bohr=0.0205 total_energy_ha=-1297.1116 e_above_lowest_kj_mol=202.8 orbital_gap_ha=0.31264
C 1.28 -1.23 0.12 0.386
O -0.63 2.58 -0.92 -0.708
H 0.84 0.75 0.69 0.217
H -1.59 1.70 1.33 0.180
H -0.04 2.64 -0.16 0.461
C -1.39 1.40 -0.81 0.073
C 4.44 0.24 0.99 -0.212
C -3.94 -0.17 0.05 -0.054
C 3.02 1.25 -0.67 -0.254
S 4.77 -2.69 -0.40 -0.247
H -6.49 -1.25 -0.14 0.202
C 5.15 1.42 1.09 -0.200
C 0.30 -0.14 0.37 -0.474
H -4.71 0.61 0.13 0.163
C 3.36 0.16 0.11 0.211
N 0.97 -2.48 0.00 -0.275
H -6.04 -2.92 0.20 0.216
H -4.73 -1.36 1.64 0.205
C -2.24 1.43 0.49 -0.084
H 0.14 0.25 -1.76 0.212
H 5.36 3.43 0.40 0.217
H -3.01 2.21 0.39 0.180
C 3.73 2.43 -0.56 -0.198
H -0.38 -0.46 1.16 0.258
H -3.67 -0.28 -1.00 0.157
C -5.68 -1.98 -0.20 -0.605
C -4.47 -1.49 0.59 -0.410
H 5.99 1.48 1.77 0.220
H -3.67 -2.23 0.54 0.206
N 2.64 -1.04 0.01 -0.434
H -1.16 -0.73 -1.08 0.227
H 2.16 -4.13 -0.33 0.428
C 3.20 -2.29 -0.19 0.213
H 4.71 -0.62 1.59 0.241
H -2.05 1.43 -1.68 0.182
O -2.82 0.20 0.83 -0.544
C 4.80 2.52 0.32 -0.206
C -0.52 0.13 -0.90 -0.410
N 2.13 -3.13 -0.20 -0.383
H 2.20 1.18 -1.38 0.223
H 3.46 3.28 -1.17 0.219
H -5.43 -2.12 -1.24 0.202

9
Properties=species:S:1:pos:R:3:nbo_charge:R:1 method="wB97M-V/def2-TZVPD" max_force_ha_per_bohr=0.0456 total_energy_ha=-1250.6801 e_above_lowest_kj_mol=366.2 orbital_gap_ha="0.28205 / 0.24857"
S -2.97 0.45 -0.05 0.259
P -1.08 -2.39 0.29 0.629
N -1.76 1.37 0.39 -0.539
H 1.52 0.36 0.00 -0.040
H -0.11 2.33 0.62 0.199
O -0.08 -1.15 -0.08 -1.075
P 0.67 -0.20 1.04 0.871
C -0.56 1.29 0.77 -0.214
H -1.38 -2.80 -1.00 -0.090